Entry A
Molecular formula: C4H3NOS
Method: DFT, ωB97M-V with the def2-TZVPD basis set

Cartesian coordinates (Å):
C  -1.853  -1.689  0.426
C  -0.571  -0.958  0.267
C  0.952  1.519  -0.630
C  1.371  0.379  -0.023
N  0.653  -0.828  0.194
O  -2.366  -2.721  0.379
S  -2.276  -0.049  0.838
H  1.738  2.317  -0.725
H  -0.130  1.752  -0.974
H  2.484  0.277  0.247

SMILES: C=C/N=c1\sc1=O

Entry B
Molecular formula: C4H3NOS
Method: DFT, ωB97M-V with the def2-TZVPD basis set

Cartesian coordinates (Å):
C  0.490  -1.330  0.396
C  1.007  -0.035  -0.126
C  -0.604  -1.754  0.851
C  -0.004  0.890  -0.043
N  -1.190  1.096  0.273
O  -0.919  2.750  -1.800
S  -0.529  2.531  -0.423
H  1.198  -2.106  0.125
H  2.032  0.172  -0.444
H  -1.481  -2.213  1.191

Here is how they stack up, most stable first: entry A, entry B.